1.
# C16H48O16

A cluster of 8 separate species, C16H48O16 in total in a non-equilibrium geometry (wB97M-V/def2-TZVPD, OMol25).

Calculated values
- LUMO (eV) = 0.36
- HOMO-LUMO gap (eV) = 10.2
- HOMO energy (eV) = -9.80
- SMILES = OCCO.OCCO.OCCO.OCCO.OCCO.OCCO.OCCO.OCCO
- calculated total energy (a.u.) = -1842.07551
- ΔE to the lowest compared entry with this formula, charge and spin (eV) = 1.837

Structure (XYZ):
```
80
Properties=species:S:1:pos:R:3:forces:R:3
H 2.0612 -5.3060 1.1043 0.1 -2.6 -0.5
H 0.3395 4.0824 -2.1172 0.0 0.0 -0.4
O 1.7977 -1.1079 1.7800 -0.5 0.7 -0.5
C -0.0170 3.8731 0.7553 -0.8 -0.9 -0.1
H 0.1866 0.2538 2.0074 0.2 -0.6 0.2
C 0.3455 -0.3779 -0.0308 0.1 2.5 0.4
H 2.2159 5.2449 -2.5879 0.3 -0.8 -0.1
H -0.3715 0.4580 -0.2565 0.6 -0.6 -0.2
O -2.0826 2.9852 -3.7234 -2.5 -2.5 -0.1
O 2.4710 0.1998 6.6840 -1.3 -0.1 1.4
H 1.6287 0.8878 1.2130 -0.6 -0.6 -0.1
H 3.7931 3.3630 -2.3922 0.1 -0.2 -0.2
C 2.9192 -3.8309 -0.3123 0.4 -2.1 0.3
H 1.0653 -2.7762 1.3948 0.0 -1.4 -0.3
H -4.9024 -1.5499 -1.0656 -0.3 -0.4 -0.9
H -1.6209 3.9857 -0.5425 1.3 -0.2 0.1
O 1.3586 -0.5198 -1.0218 -1.0 1.4 -1.3
H 1.8217 0.9082 6.7421 0.1 0.0 -0.1
O -4.1822 -1.7281 0.8059 0.3 0.2 0.2
H 2.4736 -1.2323 1.0806 -0.1 -0.2 0.4
H -4.8657 0.8249 -1.1934 -0.6 0.5 -1.5
H -2.0351 1.8084 -2.0573 0.4 -0.1 1.0
H -2.1052 -5.5880 -0.2966 0.3 -0.1 0.1
H 0.8437 0.4037 4.7292 0.5 0.3 -0.3
H -1.5682 3.2295 3.4682 -1.1 -1.9 3.0
H 2.2720 4.4217 -4.1448 0.3 -0.5 0.6
O -3.3352 -3.9831 -0.6024 0.5 -0.3 -2.3
H 3.7116 1.4400 5.6646 0.1 0.4 -0.3
H -1.4566 -4.0755 0.4539 -0.9 -0.2 0.0
H 0.4379 1.8667 -3.1107 -0.8 -1.3 -0.3
H -1.7177 -5.4804 -2.8660 0.1 1.5 -0.1
H 3.3614 0.3018 3.5074 0.1 0.0 -0.2
H -1.2242 3.3071 -3.6656 2.7 1.1 0.2
C -4.2105 -1.0145 -0.4432 0.2 -3.1 0.1
H 2.1652 1.9631 -1.0395 0.0 1.1 0.4
H -1.2886 -0.4198 -3.4308 -0.5 0.0 0.7
C -1.1140 0.6335 -3.6146 0.6 1.1 -1.1
O 2.2406 2.9460 -1.1255 -0.2 -2.0 -0.3
O -1.6620 -4.4854 -2.8277 -0.7 -2.3 -1.3
H 1.0460 0.0690 -1.7956 0.5 -1.3 0.8
H 2.4170 -1.0085 4.3057 0.6 0.9 0.1
H -3.4597 -4.0819 -1.6201 0.1 0.4 2.5
H -3.2080 -1.0769 -0.8454 0.2 0.4 -0.6
H 4.1606 -0.2482 5.8710 0.5 0.0 -0.3
H -3.1036 1.2565 -3.2464 -0.8 0.0 -0.5
H 2.3860 -2.0364 -0.7850 0.8 0.0 0.3
H -0.2356 -1.2451 0.0835 -0.7 -1.5 0.0
C -0.7725 2.9502 1.8056 0.4 0.1 -0.6
O -3.7215 1.1100 0.3543 0.9 0.7 1.2
C -1.1014 -4.1382 -1.6272 0.6 2.0 2.2
H -0.9186 -3.0262 -1.6776 -0.9 -0.7 0.2
H 0.9470 3.4486 0.4826 0.2 0.5 0.6
O -1.3523 3.7752 2.7831 0.9 2.6 -2.1
H -3.3768 0.6719 1.1665 -0.7 0.1 -0.9
O 0.6555 4.0906 -3.0533 -2.6 -1.0 0.5
C -4.7160 0.3218 -0.2885 1.7 0.9 1.9
H -5.5787 0.2686 0.3190 -1.4 0.2 0.5
C 2.2470 -4.2991 0.9984 0.8 2.3 -0.1
H -0.0524 -4.4021 -1.4582 -0.1 -1.1 -0.1
H -1.6094 2.5062 1.2632 0.2 -0.5 -0.3
O 0.9659 -3.7423 1.1234 -0.6 2.1 0.5
C 3.3392 0.4230 5.6299 1.7 -0.4 1.1
H -1.0433 0.6738 -4.7003 -0.4 0.2 -0.3
H -3.7972 -2.6104 0.6052 -0.4 0.7 0.0
O 0.2106 0.8886 -3.1653 1.4 1.4 1.0
O 1.5458 0.8736 4.2438 -0.8 -0.1 -0.2
O 3.1546 -2.4664 -0.3325 -1.2 1.4 -0.6
C -2.0103 -4.5051 -0.4004 1.1 0.6 -1.1
O -0.6543 3.7568 -0.5805 -1.0 0.7 1.1
H 2.8876 -4.0486 1.8674 -0.1 0.3 -0.4
C -2.1237 1.6629 -3.1121 0.3 0.4 -0.3
H 0.0388 4.9408 1.1502 -0.1 -1.4 -0.6
H 2.3580 -4.2051 -1.1915 -0.1 0.4 0.3
C 2.7253 3.1317 -2.4424 0.9 -0.6 -1.0
H 2.5717 2.2573 -3.1411 0.2 0.4 1.1
C 2.0087 4.2521 -3.0780 0.9 3.0 -0.6
H -0.1871 2.1244 2.3356 -0.2 1.3 -1.1
C 2.7287 0.0704 4.3552 -1.5 -0.8 -1.0
H 3.9100 -4.2772 -0.4218 0.0 -0.4 0.3
C 0.9681 -0.0191 1.2971 1.2 0.2 -0.1
```
Positions in Å, forces in eV/Å.

***

2.
# C29H50BF8NO10S3Si

A cluster of 4 separate species, C29H50BF8NO10S3Si in total in a non-equilibrium geometry (wB97M-V/def2-TZVPD, OMol25).

Calculated values
- LUMO (eV) = 0.41
- HOMO-LUMO gap (eV) = 9.6
- HOMO energy (eV) = -9.22
- SMILES = CB(O)[C@]1(N=C=S)O[C@@H]([Si](C)(C)C)[C@](CCC(C)C)(S(=O)(=O)C(F)(F)C(F)(F)C(F)(F)F)[C@]1(F)S.CCOC(C)=O.CCOC(C)=O.CCOC(C)=O
- calculated total energy (a.u.) = -4249.97666

Structure (XYZ):
```
103
Properties=species:S:1:pos:R:3:forces:R:3
C 2.6355 0.3717 3.1557 0.1 0.1 0.3
C -6.3741 -4.0261 1.2364 0.2 -0.1 -0.2
C 3.2716 1.9996 0.4233 1.3 -1.4 -1.5
F 0.5996 -0.9480 -2.8623 0.6 -1.4 -0.9
O 2.8743 -0.5265 -1.3025 0.7 0.7 -1.8
C 1.9057 5.4821 0.5312 -0.9 1.5 2.4
C -5.4455 -5.1027 0.7162 0.2 0.0 0.0
H 6.5362 1.5605 -7.2182 0.0 0.0 0.0
C 0.2120 -0.2760 -1.8152 -0.2 0.8 0.3
H -4.5624 -2.3199 0.7690 0.1 -0.2 0.0
C -1.4699 2.0684 2.6195 1.4 0.4 -0.1
C 6.9624 1.8677 -6.2627 0.2 0.0 0.1
H -1.4048 1.0726 2.1746 -0.5 -0.1 0.2
H -0.2128 3.7466 -0.1135 -0.3 -0.1 -0.4
O 6.6499 3.3700 -4.3698 -0.3 0.0 0.3
H -11.0140 -6.7515 1.2881 0.0 0.0 0.0
H 5.8715 1.6401 3.3738 0.1 0.1 0.0
H 4.0197 6.3755 -2.1078 0.1 0.0 -0.6
C 2.1078 2.6999 -1.4685 0.6 1.4 1.0
O -8.1723 -7.5614 1.8303 0.4 0.1 -0.1
C 7.6694 4.2305 -4.1768 0.3 0.0 -0.1
F -1.2989 -0.3257 -0.0001 0.2 0.5 1.6
H 3.1591 0.2959 4.1169 0.1 0.0 -0.1
H 5.8343 4.2324 -0.1808 -0.1 -0.2 0.0
H -0.5652 2.1686 3.2328 -0.1 -0.2 0.1
H 9.4084 4.0033 -5.3856 0.0 0.0 0.0
C 5.0571 2.1650 2.8856 -1.2 0.2 -0.9
O 1.3967 -0.8050 0.4521 -1.4 0.4 1.1
H -10.3568 -5.1282 1.5718 0.0 -0.1 -0.2
C -0.8742 -2.5104 -0.9025 -0.5 1.0 1.9
H -9.2046 -9.9397 2.4956 0.1 0.0 0.1
O -4.9487 -2.3465 3.9954 -0.2 -0.1 0.0
H -7.5201 -8.4441 3.5243 0.1 0.1 -0.2
H 1.3127 2.8519 1.5507 0.4 0.1 -0.3
C 1.8765 1.7385 -0.2654 0.3 1.1 0.4
H -3.9007 -1.2143 1.9484 0.1 -0.1 0.2
H -3.4121 3.8786 1.7363 -0.3 0.1 -0.2
H 5.9867 -0.3309 1.7956 0.0 0.1 0.0
H 8.0151 4.6030 -6.3112 0.0 -0.2 0.0
C 6.1530 2.9967 -5.6579 0.1 -0.1 -0.2
F -2.0340 -0.7580 -1.9142 -0.6 0.0 -0.9
N 1.9114 5.0365 -0.5602 1.1 -2.1 -1.6
H 5.1296 2.6621 -5.4915 0.0 0.1 0.2
H -2.3079 2.1844 3.3025 -0.2 -0.1 -0.2
H 5.3920 2.9390 2.1901 0.4 -0.1 0.2
S 3.0289 2.1301 -2.9410 0.0 -0.2 -0.5
Si 3.9074 0.9920 1.9147 0.8 -0.3 1.4
F 0.3134 -2.9864 -1.1107 1.4 -0.4 -0.7
O 3.4393 3.4106 0.4735 -1.9 -0.2 0.3
C 8.5261 4.6412 -5.3520 -0.3 0.3 -0.2
C -2.8493 3.3348 0.9808 1.1 -0.2 0.1
H 4.6014 -1.3923 1.8621 -0.1 -0.1 -0.4
C -0.9907 -0.9559 -1.1004 0.2 -0.6 -1.4
H 0.6105 1.2761 1.3963 0.3 -0.1 -0.1
O -8.4914 -6.1711 0.1578 0.1 -0.1 0.1
C 0.8721 2.1681 0.8242 -1.7 -0.2 -0.4
S 1.7616 6.0722 1.9638 0.1 0.3 0.5
H -10.4656 -8.7492 2.7536 0.0 0.0 0.1
H 4.0493 1.4010 -2.4403 -0.4 0.2 0.3
F -0.2409 0.8763 -2.2889 -0.2 1.3 0.2
H 2.2517 -0.6267 2.9525 -0.2 0.1 -0.3
H -5.7546 -5.4300 -0.2757 -0.1 0.0 0.0
H 8.0005 2.1584 -6.4260 0.0 0.0 -0.1
H 6.0910 3.8657 -6.3147 0.1 0.0 0.0
S 1.6869 -0.0139 -0.7060 1.4 -1.3 1.5
H 8.8366 5.6727 -5.2014 0.1 -0.1 0.2
C -8.4571 -8.0332 3.1516 -0.2 -0.1 0.2
H 1.8127 1.0623 3.3432 -0.1 -0.1 -0.1
H -6.4219 -3.1569 0.5777 0.1 0.0 0.0
C -4.1409 -2.2610 1.7702 -0.3 0.4 -0.3
C -9.5150 -9.1172 3.1406 -0.1 0.0 -0.1
H -10.3002 -6.3118 2.8549 0.0 -0.2 0.0
H -4.4142 -4.7497 0.6591 0.0 0.1 -0.1
H -3.2269 -2.8498 1.8137 0.0 0.0 0.0
F -1.7620 -3.1306 -1.6148 -0.8 -0.8 -1.5
H -1.0055 2.1560 -0.3320 0.2 0.0 -0.2
H 6.9733 1.0095 -5.5898 -0.1 0.0 0.0
H -8.7151 -7.2031 3.8110 -0.1 0.0 -0.1
H -5.4516 -5.9625 1.3867 -0.1 0.0 0.0
C -1.4091 3.1366 1.5129 -0.6 -0.2 0.3
O 3.8556 5.5185 -2.5334 -0.4 0.0 1.0
C -5.0769 -2.7244 2.8623 0.3 0.0 -0.1
F -1.1842 -2.7634 0.3647 -0.1 -0.1 1.0
C -10.2208 -6.1879 1.7776 0.2 0.3 0.4
B 4.1172 4.5615 -1.5519 0.6 -0.2 -1.1
H -3.2740 2.3380 0.8460 -0.2 0.1 -0.1
C -8.8905 -6.6140 1.2020 -0.4 -0.1 -0.1
H 6.2644 4.9622 -1.7031 0.2 -0.2 -0.3
H -7.3826 -4.4208 1.2974 0.0 0.1 0.2
O 7.9159 4.6014 -3.0618 0.2 -0.1 -0.3
F 1.0281 3.2989 -2.0415 -0.6 -0.8 -0.3
C 2.8711 3.8937 -0.7422 0.9 0.6 -1.2
C -0.4523 2.7954 0.3562 0.0 0.3 0.6
H 5.8500 3.2056 -1.6150 0.3 0.1 -0.1
O -6.0232 -3.6359 2.5722 -0.3 0.1 0.3
H -2.8174 3.8495 0.0198 -0.3 0.2 0.1
H 5.1026 -0.5789 0.3129 -0.2 -0.3 0.0
H 4.4093 2.6829 3.5982 0.3 0.0 0.2
H -1.0600 4.0757 1.9541 -0.1 0.0 0.1
H -9.6789 -9.5019 4.1476 0.0 0.0 0.0
H 4.0148 1.7267 -0.3534 0.0 -0.5 0.3
C 4.9827 -0.4856 1.3925 0.0 0.6 0.0
C 5.6287 4.2145 -1.2579 -1.1 0.3 1.1
```
Positions in Å, forces in eV/Å.

***

3.
# C4H16NO3

A cluster of 3 separate species, C4H16NO3 in total in a non-equilibrium geometry (wB97M-V/def2-TZVPD, OMol25).

Calculated values
- LUMO (eV) = -2.99
- HOMO-LUMO gap (eV) = 11.2
- HOMO energy (eV) = -14.21
- calculated total energy (a.u.) = -442.21874
- ΔE to the lowest compared entry with this formula, charge and spin (eV) = 1.248
- net charge = +1

Structure (XYZ):
```
24
Properties=species:S:1:pos:R:3:forces:R:3
H 2.4594 -0.3484 1.8966 0.4 0.1 0.2
H -2.5430 1.0149 -0.1766 -0.3 -0.7 0.0
H 1.7231 0.6873 0.0591 -0.3 -0.1 0.2
H -1.1011 -0.7340 -1.5635 0.4 0.2 0.0
O 0.0315 -2.8984 -1.1242 0.0 -1.8 -1.7
H -0.4577 0.6264 1.0076 -0.1 0.1 0.2
C -0.6908 0.1836 -1.1092 -2.1 -0.5 0.8
C -0.2213 -0.1696 0.3123 1.5 0.4 -2.0
H -2.4307 1.0795 -1.9771 -0.3 0.3 0.3
C -1.8935 1.1607 -1.0325 0.9 0.6 -0.5
O 0.7101 4.0118 0.3332 0.8 -1.8 0.6
C 1.3001 -0.2998 0.2960 0.2 0.3 1.0
H -0.4802 -3.6558 -1.4637 -0.8 0.1 0.8
H -1.5900 2.2029 -0.8665 0.3 -0.2 -0.4
O 1.6251 -0.7143 1.6175 -0.2 -0.2 0.0
H -0.2344 4.0771 0.4443 0.0 1.1 -0.4
H -0.6603 -2.2711 0.2699 0.1 1.5 0.3
N -0.8483 -1.4060 0.8747 1.0 -1.2 -1.5
H 1.2052 4.7027 -0.1000 -0.8 0.6 -0.1
H 1.7512 -0.9953 -0.4113 -0.5 -0.2 -0.3
H 0.1047 0.5231 -1.7698 0.1 0.2 0.3
H 0.7005 -3.0537 -1.8108 0.8 1.0 0.5
H -1.8603 -1.3037 0.8720 0.0 0.0 1.1
H -0.2778 -1.5920 1.7087 -1.0 0.1 0.7
```
Positions in Å, forces in eV/Å.

***

4.
# C4H12N2

An isolated molecule of C4H12N2 in a non-equilibrium geometry (wB97M-V/def2-TZVPD, OMol25).

Calculated values
- LUMO (eV) = 1.11
- HOMO-LUMO gap (eV) = 10.3
- HOMO energy (eV) = -9.17
- SMILES = CC[C@H](N)CN
- calculated total energy (a.u.) = -269.03292
- ΔE to the lowest compared entry with this formula, charge and spin (eV) = 2.270

Structure (XYZ):
```
18
Properties=species:S:1:pos:R:3:forces:R:3
H 0.5549 2.2018 0.4876 -3.2 -2.2 -1.0
H -0.0447 0.0408 -1.0956 -0.3 -0.3 -1.5
C -0.1453 0.1213 -0.0485 0.5 3.0 0.7
H -3.3449 -0.9247 -0.5130 0.2 -0.9 0.4
H 1.5561 -0.1585 1.4642 -1.3 -0.4 -0.6
C 1.1652 -0.4697 0.4488 0.8 -1.2 1.0
N -0.3991 1.5942 0.2712 2.3 2.2 -0.9
C 2.4246 -0.1408 -0.4460 -0.4 -2.4 -1.1
H -1.4169 -0.5177 1.6038 -0.5 0.5 -2.5
C -1.3708 -0.5566 0.4115 -2.3 -3.8 1.0
H -0.8761 2.0578 -0.5827 1.3 -1.0 1.9
H 2.0994 -0.3207 -1.5455 0.8 0.7 1.6
H 3.2881 -0.9503 -0.2766 -1.8 2.1 -0.1
H -1.2541 -1.7161 0.2538 -0.1 2.0 0.1
H -3.1954 0.6606 -0.1749 2.2 -2.4 -0.7
H 2.7367 0.9092 -0.2489 0.1 -0.9 -0.4
N -2.6102 -0.2444 -0.4933 0.1 3.6 2.1
H 0.8325 -1.5861 0.4842 1.5 1.6 0.0
```
Positions in Å, forces in eV/Å.